1.
DFT (ωB97M-V with the def2-TZVPD basis set) results for a structure of composition C26H38NO3S4SbSc.

Results
Kohn-Sham gap   0.262 Eh
Relative energy (zero: lowest compared OMol25 entry of this formula, charge and spin)   17.5 kcal per mole

The geometry in ORCA input format:
```
! RIJCOSX wB97M-V def2-TZVPD def2/J DEFGRID3
* xyz -1 1
Sb 1.00149 -2.91664 0.59496
Sc -0.97896 1.17705 0.55137
S -1.47083 -0.63158 -1.21417
S -2.99119 -0.99177 0.19306
S -2.19413 -1.63278 1.98365
S -1.11683 -0.02412 2.79984
O 0.16676 2.78754 0.96696
O 1.30893 0.52881 0.57569
O 2.00427 4.02202 0.60923
N -2.73799 2.21295 0.41351
C -6.93696 5.01160 0.09076
C -2.02264 3.87179 -1.16430
C -5.26092 3.46794 0.85759
C 0.74511 -5.86675 -0.65102
C -0.45652 5.61570 -1.72442
C -6.07845 5.44299 -0.90757
C -0.44728 3.56847 -2.97373
C -3.03185 3.24594 -0.23279
C -6.52346 4.01952 0.97485
C 1.95071 -3.70963 2.37639
C -1.50579 5.14609 -0.95198
C 3.75346 -3.82515 -0.81816
C 2.82308 -4.95860 2.34890
C 1.96579 -2.73551 -2.23837
C -0.94822 -5.17724 1.05780
C -0.03988 -4.69544 -0.07118
C -1.48883 3.09057 -2.18815
C 2.60982 -2.81939 -0.85149
C -4.38704 3.90157 -0.13828
C 2.17410 1.65122 0.33120
C 2.46185 1.62626 -1.16246
C 1.42235 2.95669 0.67197
C 0.07608 4.83130 -2.73971
C 2.70547 -2.54519 3.02318
C -4.80796 4.89041 -1.01924
C 3.44120 1.52344 1.15839
H 3.20643 -2.85451 3.94728
H -0.35943 -5.61246 1.87123
H 4.39735 -3.70128 -1.69744
H 3.48424 -2.14951 2.36107
H -1.62925 -5.95734 0.70127
H 0.90303 5.20074 -3.33288
H 4.04389 2.42344 1.04888
H 3.02631 -1.82917 -0.63219
H -7.19461 3.67714 1.75309
H -0.03314 6.59075 -1.51847
H 3.20146 1.40779 2.21846
H -7.92630 5.44371 0.18170
H -6.39581 6.20947 -1.60423
H 1.34914 -6.36496 0.11094
H 3.40511 -4.85971 -0.81417
H 4.38245 -3.69255 0.06349
H 0.05602 -6.62006 -1.05115
H 2.69009 -2.38530 -2.98183
H -1.89984 5.75459 -0.14640
H 1.53285 1.53208 -1.72905
H -1.55084 -4.37246 1.48084
H 1.06931 -3.91755 2.99374
H 1.10988 -2.05577 -2.25951
H 4.01402 0.65414 0.83062
H 1.30484 0.28501 1.51135
H -4.14248 5.22502 -1.80520
H -0.04283 2.94651 -3.76378
H 1.60834 -3.71154 -2.57317
H 3.03438 -5.29934 3.36900
H -4.91536 2.68478 1.52102
H -0.67358 -4.28643 -0.86620
H 2.03530 -1.71821 3.27057
H 3.09929 0.77491 -1.40695
H 2.95169 2.55264 -1.45996
H 1.41300 -5.57938 -1.46236
H 2.36539 -5.79311 1.81583
H -1.89149 2.09657 -2.35367
H 3.78644 -4.75876 1.87594
*
```

Here are the natural (NBO) charges for atoms 1 to 6, given in e: atom 1 (Sb): 1.14, atom 2 (Sc): 1.50, atom 3 (S): -0.56, atom 4 (S): 0.00, atom 5 (S): -0.04, atom 6 (S): -0.54

---

2.
DFT (ωB97M-V with the def2-TZVPD basis set) results for an isolated molecule of C4H7NO.

Results
Kohn-Sham gap   0.392 Eh
Relative energy (zero: lowest compared OMol25 entry of this formula, charge and spin)   39.5 kcal per mole

The geometry in ORCA input format:
```
! RIJCOSX wB97M-V def2-TZVPD def2/J DEFGRID3
* xyz 0 1
O 3.35083 0.45413 -0.15991
N -0.10807 0.48344 -0.12474
C -2.08120 -0.46414 0.78819
C -0.78393 -0.55698 0.08967
C 1.05932 0.29399 -0.92787
C 2.20480 0.80738 -0.05373
H 0.87767 0.88109 -1.84218
H -2.87848 -0.91487 0.19129
H -2.03546 -1.00432 1.73404
H -2.31796 0.58292 0.97749
H 1.95253 1.55959 0.72947
H 1.29342 -0.74018 -1.25103
H -0.42721 -1.56071 -0.19170
*
```

Here are the natural (NBO) charges for atoms 1 to 6, given in e: atom 1 (O): -0.51, atom 2 (N): -0.41, atom 3 (C): -0.67, atom 4 (C): 0.14, atom 5 (C): -0.36, atom 6 (C): 0.44

---

3.
DFT (ωB97M-V with the def2-TZVPD basis set) results for a cluster of 13 separate species, C21H68N4O13 in total.

Results
Kohn-Sham gap   0.305 Eh
Relative energy (zero: lowest compared OMol25 entry of this formula, charge and spin)   166.6 kcal per mole

The geometry in ORCA input format:
```
! RIJCOSX wB97M-V def2-TZVPD def2/J DEFGRID3
* xyz 0 1
O 19.82100 2.22100 -0.50600
O 18.50600 -1.06700 -3.25400
O 19.04800 2.22200 -3.85200
O 21.61600 0.45100 1.38100
O 13.46700 -0.48500 -2.98500
O 17.35400 1.40600 -0.65200
O 15.20400 4.79400 -0.44200
O 12.79500 1.32100 2.06000
O 15.97700 4.38900 -4.32400
O 15.70200 -1.14400 -5.01900
O 15.36500 1.71800 -4.96900
O 18.64300 3.88500 4.48200
O 15.30700 -3.10600 -0.13400
N 16.26700 -1.02900 0.60100
N 16.68800 0.93400 -2.80500
N 16.03000 2.85200 -2.09700
N 15.66300 -1.40800 -1.52800
C 18.66900 3.57200 3.31700
C 15.11000 6.27600 -4.25000
C 19.65800 -0.64600 1.42200
C 14.19100 1.33800 0.22800
C 13.65100 4.26400 -3.85900
C 13.00100 0.88700 -2.95800
C 21.83400 -1.75000 0.54200
C 17.27500 3.38700 2.77500
C 15.70200 -1.80000 -0.30300
C 20.15100 1.38700 -3.86500
C 19.36100 -1.25200 -2.14600
C 14.86100 4.84000 -4.59200
C 16.66900 -1.12600 -5.95800
C 16.56800 4.85300 -0.15400
C 12.43900 -0.38100 0.69200
C 21.03400 -0.45700 0.82100
C 14.33600 1.48900 -5.90100
C 19.68000 3.63700 -0.63700
C 19.63800 2.39600 3.05000
C 16.60000 1.70700 -1.79000
C 12.84400 1.04500 0.85700
H 19.97300 2.34400 2.06900
H 15.67700 -2.25600 -2.14900
H 18.97300 -0.46600 -1.57900
H 14.72800 4.61300 -5.67300
H 20.67000 4.11200 -0.87600
H 16.73100 5.37200 0.78500
H 19.15900 4.42800 2.89400
H 15.95100 3.61600 -1.34300
H 18.90800 1.84400 -0.42900
H 13.70000 0.67500 -5.64500
H 11.74200 -0.58100 1.51000
H 16.38200 -1.51600 1.44300
H 16.65800 -0.06900 0.45200
H 18.46000 1.74300 -3.27400
H 17.02700 3.86100 -0.14300
H 12.92000 5.09400 -3.88700
H 16.28700 1.19300 -3.76000
H 12.28900 1.13900 -3.80600
H 13.09700 3.34700 -4.23100
H 20.06500 0.45400 -4.47200
H 20.62400 2.48900 3.46300
H 15.47300 2.66100 -4.84300
H 15.01900 1.13900 0.89300
H 14.39200 0.66000 -0.54600
H 21.91500 -2.48700 1.33700
H 18.94700 0.10200 1.27500
H 17.51300 -0.40300 -5.69100
H 14.74600 1.15000 -6.91600
H 12.90100 2.24000 2.32500
H 16.19700 6.53500 -4.40700
H 17.22800 -2.04100 -6.01700
H 19.22200 -2.22500 -1.67400
H 17.10700 5.44600 -0.89800
H 20.42200 1.19300 -2.84600
H 13.91800 4.12200 -2.87800
H 20.38500 -1.06900 -2.37300
H 15.81600 3.02600 -3.03400
H 17.17900 2.88400 1.81900
H 16.56000 2.96800 3.37000
H 19.24200 4.03800 0.29200
H 20.86500 2.01800 -4.41000
H 14.32300 2.28100 -0.23400
H 13.81400 2.41200 -5.97400
H 11.94500 -0.72900 -0.22600
H 14.25600 -0.57100 -2.45900
H 18.83900 -1.67200 -3.95100
H 22.16500 0.85400 0.65700
H 13.72100 1.64400 -3.07400
H 19.53500 4.18100 4.61900
H 16.66300 5.03400 -4.16200
H 21.28700 -2.15900 -0.30700
H 13.35500 -1.02600 0.88400
H 17.40900 0.18300 -2.74100
H 18.95900 3.80700 -1.44700
H 15.94900 -0.55900 -1.95800
H 16.91100 4.39300 2.69600
H 14.85800 5.72400 -0.52900
H 20.74800 -0.07100 -0.15100
H 15.25600 -0.34300 -4.77200
H 16.30700 -0.85000 -6.89500
H 19.14800 1.49100 3.33200
H 12.08900 1.68400 0.33800
H 12.48500 1.06600 -2.05000
H 14.83900 6.47800 -3.20800
H 19.20200 -1.47500 0.95000
H 19.60600 -0.89900 2.48100
H 22.83900 -1.57100 0.17900
H 14.40900 6.86700 -4.79300
*
```

Here are the Löwdin charges for atoms 1 to 6, given in e: atom 1 (O): -0.17, atom 2 (O): -0.16, atom 3 (O): -0.10, atom 4 (O): 0.04, atom 5 (O): -0.09, atom 6 (O): -0.13

---

4.
DFT (ωB97M-V with the def2-TZVPD basis set) results for a cluster of 2 separate species, C4H10O2 in total.

Results
Kohn-Sham gap   0.341 Eh
Relative energy (zero: lowest compared OMol25 entry of this formula, charge and spin)   84.3 kcal per mole

The geometry in ORCA input format:
```
! RIJCOSX wB97M-V def2-TZVPD def2/J DEFGRID3
* xyz 0 1
O 0.48070 -0.58594 -1.33563
O 2.59000 0.32745 -0.42657
C -1.04932 0.22574 0.39456
C 1.44262 0.88652 0.17602
C 0.35318 -0.11354 -0.10609
C -2.26212 -0.56278 -0.11064
H -2.17428 -1.62477 0.12625
H 2.61886 -0.53119 0.11898
H -0.99122 0.18351 1.48420
H -1.22141 1.29325 0.15814
H -2.40423 -0.45588 -1.19080
H 1.53933 -1.24027 0.81741
H 1.23129 1.85437 -0.29368
H -3.17383 -0.18593 0.37412
H 1.55017 0.97773 1.25585
H 1.47025 -0.44829 -1.44213
*
```

Here are the natural (NBO) charges for atoms 1 to 6, given in e: atom 1 (O): -0.68, atom 2 (O): -0.74, atom 3 (C): -0.48, atom 4 (C): -0.18, atom 5 (C): 0.46, atom 6 (C): -0.60

---

5.
DFT (ωB97M-V with the def2-TZVPD basis set) results for an isolated molecule of C4H9OS2.

Results
Kohn-Sham gap (alpha / beta)   0.353 / 0.274 Eh
<S²>   0.754

The geometry in ORCA input format:
```
! RIJCOSX wB97M-V def2-TZVPD def2/J DEFGRID3
* xyz 0 2
S 1.19870 0.54855 1.66208
S -0.10022 2.10434 1.15981
O -2.25215 -2.79631 -0.68435
C -0.98302 -2.27219 -0.67262
C 0.63996 -0.61119 0.39445
C 0.82798 2.96514 -0.11415
C -0.78715 -1.16471 0.49148
H -0.81942 -1.84151 -1.69251
H -0.23444 -3.02512 -0.59526
H -1.14324 -1.64270 1.45638
H 1.50485 -1.31467 0.25810
H 1.67223 2.30899 -0.36369
H 0.60838 0.00001 -0.52374
H -1.54718 -0.51587 -0.08529
H 1.26908 3.94823 0.21923
H 0.14563 3.30900 -0.90992
*
```

Here are the natural (NBO) charges for atoms 1 to 6, given in e: atom 1 (S): 0.11, atom 2 (S): 0.09, atom 3 (O): -0.26, atom 4 (C): -0.13, atom 5 (C): -0.57, atom 6 (C): -0.78

---

6.
DFT (ωB97M-V with the def2-TZVPD basis set) results for an isolated molecule of C6H7F.

Results
Kohn-Sham gap   0.352 Eh
Relative energy (zero: lowest compared OMol25 entry of this formula, charge and spin)   0.0 kcal per mole

The geometry in ORCA input format:
```
! RIJCOSX wB97M-V def2-TZVPD def2/J DEFGRID3
* xyz 0 1
F -1.39945 -0.02810 -1.52234
C -0.60686 -0.00796 -0.37381
C -1.55017 0.01547 0.83134
C 0.34141 -1.18646 -0.33990
C 1.59991 0.72839 -0.25085
C 1.59830 -0.75204 -0.22597
C 0.35366 1.17508 -0.36926
H -0.96617 0.03344 1.76007
H 2.48336 -1.36986 -0.12811
H -2.18147 -0.86476 0.83159
H 2.50390 1.34465 -0.17176
H -2.19053 0.91351 0.78198
H -0.01954 -2.20326 -0.38685
H 0.03365 2.20189 -0.43612
*
```

Here are the natural (NBO) charges for atoms 1 to 6, given in e: atom 1 (F): -0.36, atom 2 (C): 0.28, atom 3 (C): -0.62, atom 4 (C): -0.20, atom 5 (C): -0.21, atom 6 (C): -0.21

---

For reference, total energy by record: -105797.0589; -7797.9327; -55446.2525; -8401.8898; -28008.8507; -9051.8547 eV.